ORCA calculation (ωB97M-V/def2-TZVPD) on a structure of composition CH5OPS2.

Properties
Total charge   0
ΔE to the lowest compared entry with this formula, charge and spin   345.6 kJ/mol
Orbital gap   9.10 eV
E_tot   -34122.6852 eV
E_LUMO   0.511 eV

Each line ends with the Mulliken charge.
Element x y z (Å)
C 0.399 0.797 -0.968  -0.4846
O -0.204 -0.361 -1.372  -0.2420
P -1.409 -1.144 -0.567  0.1133
S 0.301 0.060 2.304  -0.2459
S 1.677 0.369 0.870  -0.1018
H -0.044 1.707 -0.521  0.3607
H 1.109 1.154 -1.598  0.4033
H -0.628 -1.746 0.331  -0.0016
H -1.449 -2.180 -1.508  0.0321
H 0.249 1.344 3.029  0.1665



ORCA calculation (ωB97M-V/def2-TZVPD) on a structure of composition C5H6ClF.

Properties
Total charge   0
ΔE to the lowest compared entry with this formula, charge and spin   383.8 kJ/mol
Orbital gap   9.38 eV
E_tot   -20517.2583 eV
E_LUMO   0.391 eV

Each line ends with the Mulliken charge.
Element x y z (Å)
C 0.962 -0.376 0.929  -0.2739
C -0.318 0.335 0.337  0.3495
C -0.697 0.651 -0.905  -0.4100
C -0.133 -0.239 -2.133  -0.1303
C 0.085 -1.568 -1.949  -0.7607
H 0.866 -0.967 2.116  0.2739
H 2.033 0.434 0.718  0.2258
H -1.615 1.232 -0.919  0.3239
H -0.021 0.321 -3.072  0.3311
H -0.015 -2.022 -0.879  0.1581
H 0.118 -2.180 -2.724  0.4176
F 1.496 -1.419 -0.042  -0.3029
Cl -0.837 1.361 1.615  -0.2021



ORCA calculation (ωB97M-V/def2-TZVPD) on an isolated molecule of C9H11NO.

Properties
Total charge   0
ΔE to the lowest compared entry with this formula, charge and spin   549.4 kJ/mol
Orbital gap (spin up / spin down)   6.99 / 6.78 eV
E_tot   -13043.3800 eV
E_LUMO (spin up / spin down)   0.044 / -0.091 eV

Each line ends with the Mulliken charge.
Element x y z (Å)
C -0.687 0.617 0.809  -0.2294
C -0.003 -0.532 0.557  0.3783
C 3.097 -0.120 -0.370  0.1014
C 1.346 -0.930 0.885  0.1714
C 3.298 -0.350 -1.614  -0.7417
C -2.029 0.610 0.077  -0.6924
C -0.699 -1.324 -0.500  -0.6337
C -2.213 -0.919 -0.271  -0.6095
C 2.297 1.305 1.442  -0.7443
N 2.256 0.222 0.605  0.2047
O 1.827 -2.012 0.955  -0.4773
H 4.069 -1.034 -1.888  0.2586
H 2.815 0.208 -2.407  0.2789
H -2.763 1.022 0.717  0.3830
H -2.019 1.332 -0.805  0.2496
H -0.373 -0.948 -1.501  0.2309
H -0.363 -2.404 -0.497  0.3432
H -2.548 -1.538 0.621  0.2617
H -2.873 -1.077 -1.127  0.3378
H 2.709 2.245 1.106  0.2558
H -0.410 1.425 1.532  0.2767
H 1.739 1.312 2.377  0.3965



ORCA calculation (ωB97M-V/def2-TZVPD) on a structure of composition C22H27BiFO6SSbSe4.

Properties
Total charge   -2
ΔE to the lowest compared entry with this formula, charge and spin   0.0 kJ/mol
Orbital gap   5.34 eV
E_tot   -322853.5733 eV
E_LUMO   4.048 eV

Each line ends with the Mulliken charge.
Element x y z (Å)
Bi -0.088 -1.709 -1.312  1.6004
C 0.451 1.990 -1.069  -0.8072
O 1.118 0.833 -1.548  0.3316
C 2.512 0.878 -1.349  -0.1511
C 3.118 -0.270 -2.122  -0.4335
O 2.647 -1.519 -1.614  0.1768
C 3.517 -2.287 -0.807  -0.8056
C 2.735 -2.852 0.353  -0.2709
O 1.648 -3.574 -0.199  -0.2745
C 0.934 -4.304 0.788  -0.7778
H 0.757 2.861 -1.659  0.2768
H 0.679 2.164 -0.011  0.2612
H -0.614 1.812 -1.186  0.1408
H 2.743 0.818 -0.273  0.0632
H 2.923 1.823 -1.733  0.4867
H 4.212 -0.237 -2.090  0.4991
H 2.800 -0.210 -3.168  -0.4343
H 4.357 -1.687 -0.440  0.4451
H 3.914 -3.109 -1.414  0.2574
H 2.342 -2.051 0.995  0.0340
H 3.366 -3.524 0.952  0.5193
H 1.601 -5.039 1.254  0.3411
H 0.110 -4.799 0.283  0.2286
H 0.529 -3.622 1.543  0.2469
C -0.038 -1.156 0.758  -0.9815
C -0.480 -0.236 1.464  0.1745
C -0.958 0.733 2.330  -0.3752
C -2.342 0.631 2.771  0.5206
C -2.819 1.198 3.968  -0.3740
C -4.136 1.045 4.373  -0.6880
C -5.039 0.317 3.612  -0.4275
C -4.584 -0.266 2.432  -0.6876
C -3.275 -0.114 2.020  -0.4808
C -0.022 1.753 2.774  0.2885
C 1.369 1.521 2.731  -0.2282
C 2.288 2.489 3.092  -0.6082
C 1.874 3.745 3.524  -0.4356
C 0.509 4.002 3.570  -0.6581
C -0.416 3.037 3.205  -0.5638
H -2.135 1.737 4.610  0.5273
H -4.454 1.494 5.309  0.3393
H -6.068 0.201 3.930  0.3471
H -5.262 -0.845 1.816  0.3819
H -2.948 -0.571 1.094  0.4066
H 1.712 0.547 2.398  0.5129
H 3.347 2.258 3.040  0.3546
H 2.593 4.504 3.805  0.3493
H 0.154 4.979 3.881  0.3500
H -1.467 3.290 3.211  0.5837
C -3.008 1.028 -3.839  -1.1428
S -1.839 -0.217 -3.380  1.2883
O -0.582 0.138 -4.015  -0.5074
O -2.387 -1.503 -3.733  -0.6588
O -1.726 -0.085 -1.877  -0.7029
H -3.137 0.933 -4.916  0.3053
H -2.594 2.002 -3.590  0.2961
H -3.942 0.849 -3.314  0.3309
F -1.409 -3.228 -0.836  -0.7012
Se 2.526 0.375 -5.913  -0.6852
Sb 0.795 -1.250 -6.165  0.7958
Se 1.903 -3.547 -6.569  -0.4988
Se -1.247 -1.047 -7.354  -0.6346
Se 0.932 -3.126 -4.392  -0.0665



ORCA calculation (ωB97M-V/def2-TZVPD) on the ion C30H46ClN2O4S with charge +1.

Properties
Total charge   +1
Orbital gap   8.83 eV
E_tot   -66374.6599 eV
E_LUMO   -2.173 eV

Each line ends with the Mulliken charge.
Element x y z (Å)
C 1.691 -4.593 -2.382  -1.2559
C 2.275 -3.575 -1.423  -0.1783
S 1.012 -2.914 -0.305  -0.1144
C 1.311 -1.132 -0.465  -0.9359
N 1.390 -0.363 0.816  1.6525
C 2.758 -0.521 1.435  -1.4117
O 3.016 -1.871 1.738  -0.0424
O 4.410 -2.055 1.550  -0.4963
C 1.328 1.138 0.567  0.4566
C 0.996 1.602 -0.834  -2.7032
O -0.347 1.419 -1.209  -0.0164
C -0.593 1.440 -2.577  0.7295
C 0.286 2.004 -3.497  -0.6390
C -0.001 2.025 -4.872  0.4629
C 0.977 2.627 -5.845  -1.5292
C -1.208 1.479 -5.302  -1.1733
C -2.099 0.939 -4.371  -0.6813
C -1.818 0.908 -3.004  0.1294
C -2.794 0.305 -2.009  1.9771
C -4.259 0.452 -2.423  -1.9868
C -2.484 -1.181 -1.789  -1.0877
C 0.624 1.739 1.801  0.5370
C -0.248 2.957 1.593  -1.4615
C 0.438 4.250 2.028  -0.0370
C 1.670 4.608 1.220  -1.2212
Cl 0.801 4.229 3.773  -0.1753
O 0.049 0.621 2.483  -0.4242
C 0.227 -0.599 1.809  0.4022
C -1.072 -0.961 1.090  -0.1646
C -2.390 -0.653 1.813  0.2520
C -2.488 -1.105 3.262  -1.8158
C -2.893 0.793 1.644  -1.0292
C 0.617 -1.602 2.923  0.7652
C 0.219 -2.932 2.905  -0.3550
C 0.624 -3.760 3.942  -1.0216
C 1.398 -3.225 4.954  -0.5437
C 1.747 -1.878 4.867  -0.7077
N 1.384 -1.078 3.876  -0.2970
H 0.828 -4.206 -2.916  0.2961
H 2.431 -4.875 -3.126  0.3995
H 1.381 -5.499 -1.870  0.3491
H 2.749 -2.779 -1.991  0.3584
H 3.056 -4.041 -0.830  0.3517
H 0.519 -0.723 -1.078  -0.1318
H 2.240 -0.993 -1.004  0.9993
H 2.824 0.084 2.335  0.7783
H 3.475 -0.216 0.681  0.4286
H 4.783 -1.928 2.435  0.3398
H 2.318 1.576 0.667  0.0271
H 1.240 2.666 -0.832  0.7633
H 1.690 1.133 -1.530  0.7832
H 1.217 2.451 -3.178  0.5382
H 0.954 3.710 -5.784  0.3311
H 0.759 2.302 -6.855  0.4023
H 1.979 2.269 -5.616  0.3594
H -1.481 1.475 -6.345  0.4057
H -3.026 0.546 -4.751  0.3091
H -2.701 0.882 -1.091  -0.5972
H -4.479 -0.099 -3.330  0.4067
H -4.545 1.496 -2.510  0.4034
H -4.862 0.038 -1.616  0.4877
H -1.422 -1.387 -1.904  0.2582
H -2.992 -1.754 -2.563  0.5633
H -2.862 -1.539 -0.836  0.1345
H 1.434 2.053 2.461  0.8340
H -1.144 2.868 2.196  0.3225
H -0.580 3.108 0.568  0.2945
H -0.280 5.049 1.877  0.6082
H 2.156 5.468 1.671  0.4951
H 1.379 4.918 0.221  0.2637
H 2.413 3.813 1.197  0.2077
H -1.085 -2.015 0.830  1.4212
H -1.103 -0.450 0.129  -1.4704
H -3.123 -1.259 1.280  0.4342
H -2.411 -2.184 3.366  0.3816
H -1.746 -0.642 3.907  0.3241
H -3.465 -0.832 3.652  0.5482
H -2.861 1.312 2.597  0.4680
H -3.933 0.778 1.334  0.3460
H -2.315 1.312 0.887  -0.1762
H -0.381 -3.359 2.122  0.6378
H 0.327 -4.796 3.926  0.5105
H 1.738 -3.823 5.782  0.4701
H 2.353 -1.445 5.649  0.4751



ORCA calculation (ωB97M-V/def2-TZVPD) on an isolated molecule of C7H13NS.

Properties
Total charge   0
ΔE to the lowest compared entry with this formula, charge and spin   534.9 kJ/mol
Orbital gap   8.61 eV
E_tot   -19789.6266 eV
E_LUMO   0.779 eV

Each line ends with the Mulliken charge.
Element x y z (Å)
C -0.669 -0.752 -0.465  -0.1987
C -0.585 -2.066 -0.417  -0.9942
C 2.387 -0.360 1.174  -0.7786
C -1.104 0.501 0.096  1.5529
C -1.289 0.703 1.626  -1.1566
C -2.293 1.258 -0.558  -1.5349
C 2.517 -0.103 -1.450  -0.7361
N 0.118 0.415 -0.659  -0.3726
S 1.755 0.692 0.032  0.1290
H -1.497 -2.600 -0.025  0.2385
H 0.300 -2.501 -0.879  0.2526
H 2.155 0.102 2.194  0.2920
H 2.257 -1.443 1.181  0.2736
H -0.375 0.554 2.144  0.3069
H -2.149 0.074 1.841  0.3339
H -1.507 1.769 1.607  0.3673
H -2.143 2.370 -0.587  0.3518
H -3.216 0.919 -0.266  0.4134
H -2.155 1.032 -1.665  0.3690
H 1.654 0.044 -2.031  0.3091
H 2.536 -1.057 -1.018  0.2210
H 3.303 0.450 -1.875  0.3606



Which value of total charge does entry 1 give? 0



What is the formula in the sixth record? C7H13NS



Which of these has the lowest total charge? C22H27BiFO6SSbSe4